The following is a quantum chemistry calculation of a cluster of 13 separate species, C30H78O17S11 in total, from the Open Molecules 2025 dataset.

Last column: Mulliken charge in e.
Cartesian coordinates (Å):
S -2.614169 -2.263961 -4.769669  0.478
S 3.929691 -3.268211 2.339781  0.445
S 3.231001 2.366749 -5.080389  0.468
S 5.510591 1.604609 0.170451  0.393
S -4.314759 -2.930701 -0.184279  0.836
S -3.517919 4.264009 -3.411319  0.408
S -1.100879 0.848639 -0.768349  0.115
S 2.760221 4.815659 -1.355539  0.417
S -0.823569 -5.166811 3.219481  0.374
S -4.371439 -0.061991 3.232241  0.414
S 1.592601 -5.235951 -2.554749  0.482
O 0.236471 -1.298411 4.243451  0.037
O 4.618201 2.685559 -4.489119  -0.620
O -3.607619 -1.101761 2.469721  -0.406
O -4.554559 5.222469 -2.911839  -0.641
O -1.501399 -4.847831 4.552331  -0.652
O 2.408521 -1.386651 5.167291  -0.562
O 0.424781 -5.578921 -3.434389  -0.613
O 2.651121 3.317169 -1.129049  -0.427
O -1.882439 5.961319 3.459791  -0.403
O 0.642691 -0.404721 6.243101  -0.381
O 3.773581 -4.264061 1.185031  -0.663
O -3.663849 -4.103781 -0.864839  -0.617
O -2.416969 -3.154671 -5.991509  -0.684
O 5.534881 0.359539 1.050401  -0.531
O -2.313029 3.871629 3.151781  -0.044
O -1.649849 0.560419 -2.153559  0.026
O -3.880029 5.228029 4.008161  -0.539
C 0.978761 -4.531971 -0.992909  -0.464
C 7.256451 2.067089 -0.100959  -1.038
C 1.991741 -6.927361 -2.009399  -1.039
C -6.065719 -3.408821 0.156291  -1.049
C -1.584579 -0.615601 0.264381  -0.237
C -6.103789 -0.309651 2.577261  -1.066
C -1.172819 1.081009 6.308721  -1.470
C 4.438211 5.193049 -1.858599  -0.861
C 0.698351 0.486489 -0.698609  -0.387
C 4.999851 1.144199 -1.518199  -0.350
C 1.003601 -4.886301 3.409281  -0.399
C 1.222121 -1.064331 5.214141  0.349
C -1.197269 -3.678751 2.203071  0.433
C -0.912009 3.911229 2.963541  0.382
C -1.356029 -1.004661 -4.915779  -0.712
C -1.908239 -3.160071 -3.285699  -0.523
C -4.175139 1.490889 2.263181  -0.435
C -2.807599 5.036019 3.564411  0.547
C -0.751069 3.143949 1.629511  -0.842
C -4.612239 -1.547061 -1.331839  -0.583
C -0.973389 -0.638431 4.567231  0.644
C 1.827021 5.163509 -2.878999  -0.502
C -2.111489 4.327129 -2.222019  -0.438
C -0.727739 -0.302281 6.013631  0.552
C 5.656281 -2.632811 2.188301  -0.890
C 2.535711 0.923999 -4.061809  -0.189
C -4.051589 2.546479 -3.025239  -0.474
C -0.710789 5.455999 2.818581  -0.382
C 3.559881 1.356779 -6.625559  -1.006
C 3.148641 -1.790481 1.571061  -0.472
H -0.800439 2.066569 1.787341  -0.407
H -0.399679 3.510919 3.838401  0.180
H -1.724559 -2.943751 2.811231  -0.122
H -1.289709 -1.570111 -0.171559  0.204
H 1.275351 1.188469 -1.300599  -0.342
H 2.098531 -2.046431 1.430071  -0.332
H -0.543349 5.823719 1.806231  0.235
H 1.658041 6.223359 -3.069429  0.464
H 1.531381 -5.136161 2.488891  0.207
H 6.305321 -3.282651 2.775301  0.421
H -1.822459 -1.289851 4.360271  0.060
H -2.167679 -2.617691 -2.376519  -0.105
H -6.649509 -3.214641 -0.743469  0.359
H 1.065111 -3.445571 -1.012479  -0.133
H 4.794901 2.040189 -2.104119  0.004
H -1.151039 -1.087461 6.640061  0.359
H -2.225079 -4.186011 -3.098189  0.451
H -6.124229 -0.268461 1.488231  0.153
H 7.818301 2.333109 0.794391  0.346
H -0.260029 -3.274441 1.820691  -0.468
H 3.212341 0.073879 -3.974869  0.447
H -0.766959 -1.307571 -5.781419  0.491
H -4.251299 2.448649 -1.958159  0.070
H 3.609791 -1.785441 0.583421  0.425
H -4.555069 2.400019 2.729261  0.637
H -3.659849 -1.139541 -1.670939  -0.473
H -3.120889 1.747709 2.159701  -0.370
H 3.965811 1.843649 -7.512289  0.349
H -6.675949 -1.179401 2.900181  0.372
H 2.314271 4.770309 -3.771239  0.138
H 7.583651 1.117739 -0.524949  0.307
H 3.338841 -0.821051 2.031641  0.510
H 2.592461 0.988599 -6.967079  0.353
H 0.254961 3.384239 1.285601  0.581
H -5.106199 -1.783621 -2.274249  0.617
H -1.403469 5.127529 -2.436879  0.408
H 1.944291 -7.575541 -2.884449  0.379
H -6.649489 0.592209 2.854631  0.467
H 5.193941 4.862009 -1.146299  0.223
H 1.757981 -4.758821 -0.265269  0.313
H 4.103791 0.542149 -1.367499  -0.085
H -0.577099 1.761619 5.700451  0.281
H -4.613599 1.389359 1.270441  0.304
H 4.198891 0.515589 -6.356949  0.318
H -4.931539 2.313259 -3.624729  0.472
H -1.751749 -0.026861 -5.190389  0.437
H -1.256689 -0.515511 1.299061  0.077
H -0.969669 1.225669 7.369801  0.428
H -1.782909 -3.991991 1.338771  0.346
H 1.437261 -5.526391 4.177601  0.467
H -2.243289 1.266819 6.221181  0.368
H 1.129471 -3.836471 3.674071  -0.160
H -0.009719 -4.846881 -0.658469  0.431
H -6.235939 -4.425921 0.509341  0.404
H -2.428739 4.598919 -1.215249  0.290
H -0.818459 -3.181711 -3.281929  0.192
H 2.538911 1.385979 -3.074549  -0.582
H 1.529811 0.609779 -4.340239  0.474
H -1.458839 3.360939 0.829471  0.349
H -6.437439 -2.806611 0.985311  0.149
H 0.876161 4.633369 -2.825019  -0.042
H 4.633551 4.813049 -2.861369  0.207
H -2.673509 -0.567581 0.269131  -0.157
H 1.325431 -7.308101 -1.235339  0.298
H -3.343789 1.814659 -3.414549  0.080
H -0.654969 -0.884231 -4.089889  -0.206
H 1.010071 0.431709 0.344431  0.389
H 7.372501 2.910129 -0.782079  0.361
H 0.914561 -0.486161 -1.140539  0.281
H 5.651041 0.508549 -2.118199  0.569
H 5.894711 -2.518591 1.130851  0.218
H 5.648381 -1.684861 2.726281  0.310
H 0.171371 5.674589 3.420331  0.366
H 4.506591 6.280899 -1.859599  0.447
H -1.705999 3.320079 -2.319589  -0.118
H -5.136529 -0.682721 -0.924249  0.404
H 3.020111 -7.012921 -1.658359  0.362
H -1.097439 0.251159 3.949701  -0.710

Atomic forces in eV per Å
0.322 -2.181 -0.209
0.470 0.160 -2.060
1.960 -1.538 -0.083
-0.378 -0.140 1.119
-0.116 -0.849 0.751
-0.117 0.321 0.541
0.223 -1.585 -0.130
-0.584 -1.071 0.684
-0.293 0.883 1.362
-1.358 -0.260 -2.052
-1.181 -1.396 -0.218
2.209 -0.499 -0.062
-2.092 -0.368 -0.610
0.375 0.330 0.648
0.359 -0.599 -0.190
0.940 -0.452 -1.222
-3.689 0.788 -0.307
0.177 1.023 0.028
0.058 0.974 -0.469
1.583 1.800 -0.614
1.807 -0.257 -0.823
-0.021 0.476 1.271
-0.481 0.942 -0.093
-0.310 1.103 1.365
0.199 0.999 -1.199
-1.153 -1.347 0.850
0.690 0.188 0.897
-1.404 -0.137 0.210
0.937 0.192 0.375
-0.294 -0.708 -0.554
0.931 -0.116 0.516
-0.182 0.647 -0.225
-0.474 0.906 -0.422
-0.204 1.100 0.331
-0.096 0.379 1.517
0.029 0.515 -0.688
-0.151 -0.364 -0.672
0.331 -0.279 0.020
-0.596 0.144 0.024
1.550 -0.561 -0.436
0.644 -0.517 -0.417
-1.205 0.771 -2.758
1.147 0.631 -0.558
0.499 0.560 0.267
0.355 0.395 0.076
0.320 -0.261 0.361
1.636 -0.044 0.990
0.032 0.191 -1.078
0.464 -0.385 -0.089
0.399 -0.165 -0.678
-0.401 -0.065 -0.226
-2.068 -0.424 0.180
-0.974 -0.010 0.995
0.683 1.072 0.097
-0.069 0.267 -0.468
0.898 -1.322 1.176
-0.606 -0.127 0.360
0.378 -0.415 -0.247
0.076 -0.030 0.156
0.079 -0.170 -0.204
0.002 -0.265 0.028
0.301 0.171 -0.177
-0.193 0.465 0.473
-0.076 0.145 0.335
-0.516 -0.035 -0.020
0.037 0.069 0.431
-0.211 0.173 -0.267
0.028 -0.283 -0.486
0.127 -0.119 0.236
-0.295 0.294 -0.201
-0.108 -0.143 0.082
-0.393 0.128 -0.535
-0.181 0.026 0.217
-0.551 0.256 0.168
-0.462 0.146 -0.732
0.633 -0.274 -0.052
-0.547 -0.365 0.280
0.048 0.147 0.079
0.175 0.092 -0.557
-0.019 -0.330 -0.065
0.064 -0.110 -0.074
0.046 0.041 -0.052
-0.497 -0.304 0.372
0.345 -0.224 0.322
0.132 -0.585 0.039
0.248 0.694 0.585
0.594 -0.069 0.400
0.358 -0.148 0.135
0.819 0.290 -0.102
-0.132 -0.266 0.327
-0.171 -0.191 0.275
0.153 -0.296 -0.425
-0.288 -0.592 0.125
-0.014 -0.214 -0.725
-0.325 0.378 -0.146
-0.182 0.000 0.360
-0.444 -0.378 0.149
0.005 -0.415 0.306
-0.236 0.354 0.154
-0.172 0.192 0.094
0.000 -0.239 0.054
-0.030 0.108 0.143
-0.353 0.569 0.214
-0.388 -0.078 0.289
0.165 0.051 -0.099
0.198 0.556 0.007
-0.259 0.026 0.125
-0.462 -0.014 0.161
0.020 -0.207 -0.483
0.145 -0.029 0.033
0.056 -0.255 -0.349
0.789 -0.164 -0.393
-0.566 -0.593 0.055
0.062 0.018 -0.621
-0.305 0.096 0.058
0.080 0.247 -0.232
-0.141 0.545 0.462
0.115 0.431 -0.169
0.023 0.111 0.462
0.107 -0.195 0.054
0.109 -0.068 0.164
-0.180 0.264 -0.114
0.541 0.235 0.497
-0.453 -0.140 0.290
-0.006 0.400 -0.003
-0.285 -0.223 -0.318
-0.423 -0.275 -0.015
0.596 0.022 0.406
0.059 -0.084 0.224
0.070 0.238 -0.319
-0.138 0.634 -0.036
-0.079 0.138 -0.165
0.499 0.146 0.384
-0.178 -0.314 0.649
0.054 0.264 0.271
0.190 0.209 -0.141

The charge is 0. Its HOMO-LUMO gap is 8.26 eV. Its spin multiplicity is 1. The molar mass is 1063.67 g/mol.